Entry from OMol25: a cluster of 2 separate species, C4H6N2S in total at a distorted geometry (the ωB97M-V functional and the def2-TZVPD basis).

Geometry as XYZ:
```
13
Properties=species:S:1:pos:R:3
C 0.157 -1.433 0.835
C 1.138 -0.580 1.068
C -0.657 -0.857 -0.217
C 1.031 0.720 0.287
N -0.149 0.320 -0.476
N -0.766 1.292 -1.173
S -3.584 -1.204 -0.422
H 0.166 -2.416 1.039
H 1.862 -0.652 1.835
H 0.784 1.442 0.986
H 1.841 0.993 -0.377
H -0.155 1.490 -1.923
H -1.668 0.885 -1.463
```

Output
Kohn-Sham gap (alpha / beta) ... 7.166 / 7.190 eV
Highest occupied orbital energy (alpha / beta) ... -0.313 / -0.310 Ha
Molar mass ... 114.2 g/mol
E ... -18054.3462 eV

natural (NBO) charges, unit e, in atom order: number 1, C, carries -0.304; number 2, C, carries -0.114; number 3, C, carries 0.132; number 4, C, carries -0.296; number 5, N, carries -0.207; number 6, N, carries -0.622; number 7, S, carries -0.241; number 8, H, carries 0.224; number 9, H, carries 0.207; number 10, H, carries 0.241; number 11, H, carries 0.231; number 12, H, carries 0.348; number 13, H, carries 0.401

=====

Entry from OMol25: an isolated molecule of BrFHN at a distorted geometry (the ωB97M-V functional and the def2-TZVPD basis).

Geometry as XYZ:
```
4
Properties=species:S:1:pos:R:3
N -0.153 -0.078 -0.412
F -0.334 -1.285 0.197
Br 1.513 0.843 0.097
H -1.026 0.521 0.118
```

Output
Kohn-Sham gap ... 9.679 eV
Highest occupied orbital energy ... -0.375 Ha
Molar mass ... 113.9 g/mol
E ... -74262.7793 eV

natural (NBO) charges, unit e, in atom order: number 1, N, carries -0.234; number 2, F, carries -0.236; number 3, Br, carries 0.117; number 4, H, carries 0.353

=====

Entry from OMol25: a cluster of 3 separate species, C7H13N3O5 in total at a distorted geometry (the ωB97M-V functional and the def2-TZVPD basis).

Geometry as XYZ:
```
28
Properties=species:S:1:pos:R:3
C 1.545 0.999 -0.486
C 0.389 0.292 0.218
C 2.921 0.556 -0.056
C 3.306 -0.886 -0.345
C -2.043 -0.190 0.461
C -2.360 -1.551 -0.201
C -3.248 0.751 0.456
H 0.646 2.706 -1.230
H 2.394 3.114 0.630
H 1.305 0.884 -1.660
H 3.597 1.367 -0.518
H 2.955 0.802 1.002
H 3.181 -2.745 0.484
H 1.799 -1.564 1.077
H -0.941 0.673 -1.169
H -1.764 -0.483 1.528
H -2.693 1.711 0.907
H -3.976 0.272 1.290
H -4.365 0.366 -1.223
H -1.775 -3.367 -0.079
N 1.212 2.246 0.017
N 2.695 -1.692 0.537
N -0.936 0.288 -0.173
O 0.682 -0.251 1.321
O 4.061 -1.226 -1.271
O -3.286 -1.769 -1.003
O -3.811 1.148 -0.793
O -1.489 -2.452 0.279
```

Output
Kohn-Sham gap ... 8.613 eV
Highest occupied orbital energy ... -0.345 Ha
Molar mass ... 219.2 g/mol
E ... -22171.3531 eV

natural (NBO) charges, unit e, in atom order: number 1, C, carries -0.146; number 2, C, carries 0.710; number 3, C, carries -0.505; number 4, C, carries 0.659; number 5, C, carries -0.194; number 6, C, carries 0.792; number 7, C, carries -0.057; number 8, H, carries 0.365; number 9, H, carries 0.354; number 10, H, carries 0.174; number 11, H, carries 0.241; number 12, H, carries 0.243; number 13, H, carries 0.394; number 14, H, carries 0.464; number 15, H, carries 0.405; number 16, H, carries 0.271; number 17, H, carries 0.198; number 18, H, carries 0.179; number 19, H, carries 0.501; number 20, H, carries 0.504; number 21, N, carries -0.770; number 22, N, carries -0.849; number 23, N, carries -0.608; number 24, O, carries -0.693; number 25, O, carries -0.620; number 26, O, carries -0.616; number 27, O, carries -0.727; number 28, O, carries -0.667

=====

Entry from OMol25: a structure of composition C23H41BrErP2 at a distorted geometry (the ωB97M-V functional and the def2-TZVPD basis).

Geometry as XYZ:
```
68
Properties=species:S:1:pos:R:3
Er -1.335 0.002 0.692
C 1.515 -0.669 0.819
C 1.420 0.630 1.355
C -0.108 -0.706 2.492
C 0.528 -1.485 1.464
C 0.384 0.648 2.339
C 2.731 -1.196 0.165
H 3.229 -0.468 -0.490
H 2.550 -2.101 -0.426
H 3.460 -1.462 0.946
C 0.320 -2.933 1.203
H 1.045 -3.288 0.466
H -0.679 -3.168 0.794
H 0.451 -3.537 2.115
C -1.418 -1.085 3.097
H -1.293 -1.740 3.978
H -2.061 -1.668 2.389
H -2.007 -0.218 3.419
C -0.156 1.889 2.954
H 0.212 2.058 3.981
H -1.253 1.912 3.001
H 0.149 2.776 2.374
C 2.463 1.673 1.253
H 2.918 1.856 2.240
H 2.080 2.637 0.884
H 3.283 1.380 0.592
C -0.008 0.240 -3.125
C 1.286 0.571 -2.980
C 1.898 1.865 -2.531
C 1.050 3.108 -2.318
C -0.034 3.201 -1.320
C -1.339 2.789 -1.454
C -1.980 1.791 -2.377
C -1.074 1.193 -3.474
H 2.660 2.163 -3.281
H 0.672 3.475 -3.313
H 2.452 1.650 -1.603
H -0.520 1.986 -4.042
H -0.310 -0.811 -2.963
H 2.002 -0.261 -2.979
H -1.721 0.685 -4.214
H -2.440 0.954 -1.793
H -2.006 3.261 -0.698
H -2.822 2.272 -2.916
H 1.769 3.892 -2.019
H 0.113 3.857 -0.417
P -0.655 3.762 -4.711
C -0.960 3.015 -6.312
C 0.515 5.043 -5.176
P -2.336 5.016 -2.521
C -2.214 4.562 -4.358
C -1.647 6.705 -2.828
C -3.976 5.733 -2.881
H -1.895 2.440 -6.301
H -0.121 2.359 -6.570
H -1.026 3.866 -6.986
H 0.091 5.482 -6.079
H 1.466 4.576 -5.430
H 0.692 5.815 -4.423
H -3.833 6.386 -3.746
H -4.282 6.293 -1.994
H -4.693 4.953 -3.126
H -3.068 3.931 -4.674
H -2.181 5.512 -4.953
H -2.027 7.330 -2.018
H -2.081 7.048 -3.778
H -0.559 6.787 -2.875
Br -2.969 -1.679 -0.305
```

Output
Kohn-Sham gap (alpha / beta) ... 5.806 / 5.891 eV
Highest occupied orbital energy (alpha / beta) ... -0.352 / -0.352 Ha
Expectation value of S² ... 3.75
Molar mass ... 626.7 g/mol
Spin multiplicity ... 4
Charge ... +1
E ... -140748.8889 eV

natural (NBO) charges, unit e, in atom order: number 1, Er, carries 1.761; number 2, C, carries -0.009; number 3, C, carries -0.054; number 4, C, carries -0.240; number 5, C, carries -0.179; number 6, C, carries -0.181; number 7, C, carries -0.653; number 8, H, carries 0.227; number 9, H, carries 0.232; number 10, H, carries 0.239; number 11, C, carries -0.648; number 12, H, carries 0.236; number 13, H, carries 0.235; number 14, H, carries 0.236; number 15, C, carries -0.700; number 16, H, carries 0.301; number 17, H, carries 0.247; number 18, H, carries 0.235; number 19, C, carries -0.650; number 20, H, carries 0.261; number 21, H, carries 0.201; number 22, H, carries 0.239; number 23, C, carries -0.654; number 24, H, carries 0.237; number 25, H, carries 0.226; number 26, H, carries 0.232; number 27, C, carries -0.224; number 28, C, carries -0.158; number 29, C, carries -0.430; number 30, C, carries -0.521; number 31, C, carries -0.175; number 32, C, carries -0.271; number 33, C, carries -0.451; number 34, C, carries -0.510; number 35, H, carries 0.226; number 36, H, carries 0.234; number 37, H, carries 0.216; number 38, H, carries 0.239; number 39, H, carries 0.207; number 40, H, carries 0.204; number 41, H, carries 0.224; number 42, H, carries 0.201; number 43, H, carries 0.225; number 44, H, carries 0.236; number 45, H, carries 0.219; number 46, H, carries 0.209; number 47, P, carries 0.900; number 48, C, carries -0.945; number 49, C, carries -0.957; number 50, P, carries 0.833; number 51, C, carries -1.048; number 52, C, carries -0.912; number 53, C, carries -0.919; number 54, H, carries 0.241; number 55, H, carries 0.243; number 56, H, carries 0.226; number 57, H, carries 0.223; number 58, H, carries 0.246; number 59, H, carries 0.243; number 60, H, carries 0.215; number 61, H, carries 0.228; number 62, H, carries 0.225; number 63, H, carries 0.258; number 64, H, carries 0.237; number 65, H, carries 0.234; number 66, H, carries 0.213; number 67, H, carries 0.223; number 68, Br, carries -0.487